<P>
The following is a DFT calculation (ωB97M-V/def2-TZVPD) of a gas-phase ion, C9H19N2O (charge +1).

```
31
Properties=species:S:1:pos:R:3:nbo_charge:R:1
C 0.635 -1.252 -0.714 -0.005
C -0.502 -0.482 -1.139 0.112
C 0.051 0.621 1.197 0.237
C 0.798 -2.263 0.322 -0.669
C -1.803 -0.998 -0.526 -0.654
C -0.689 -0.013 -2.569 -0.644
C 1.248 0.706 2.069 -0.696
C -0.730 1.918 1.019 -0.703
C 1.337 1.097 -0.975 -0.416
N 0.454 0.191 -0.323 -0.263
N -0.794 -0.296 2.245 0.176
O -1.652 0.287 2.815 -0.198
H 1.437 -1.406 -1.473 0.234
H 0.537 -3.216 -0.192 0.260
H 0.213 -2.301 1.278 0.262
H 1.905 -2.131 0.584 0.240
H -1.841 -1.692 0.363 0.254
H -2.335 -1.585 -1.360 0.263
H -2.444 -0.126 -0.214 0.229
H -1.005 -0.922 -3.201 0.255
H 0.226 0.335 -3.106 0.242
H -1.585 0.640 -2.561 0.247
H 1.838 -0.284 2.259 0.257
H 0.898 1.108 3.082 0.271
H 1.964 1.449 1.658 0.236
H -1.657 1.575 0.393 0.229
H -0.204 2.788 0.526 0.249
H -1.081 2.367 2.065 0.280
H 2.141 1.364 -0.286 0.239
H 1.806 0.513 -1.835 0.234
H 0.837 2.007 -1.400 0.243
```

Summary:
structure (SMILES): C[C@H]1C(C)(C)[N@@+]1(C)C(C)(C)N=O
lowest unoccupied orbital energy: -0.1482 Eh
HOMO level: -13.14 eV
2S+1: 1
frontier orbital gap: 9.11 eV
total charge: +1



<Q>
The following is a DFT calculation (ωB97M-V/def2-TZVPD) of a gas-phase ion, C9H19N2O (charge +1).

```
31
Properties=species:S:1:pos:R:3:nbo_charge:R:1
C -1.398 2.769 -0.165 -0.295
C -0.731 1.672 -0.457 -0.264
C 1.703 -0.124 -0.826 0.745
C 2.160 -1.541 -0.746 -0.737
C -2.660 -0.623 0.449 -0.618
C -1.101 -1.074 -1.597 -0.603
C 1.374 -0.647 1.670 -0.477
C -0.420 0.538 0.454 -0.058
C -1.189 -0.715 -0.071 -0.224
N 1.550 1.612 0.969 -0.628
N 1.117 0.379 0.536 -0.149
O 2.070 0.709 -1.612 -0.449
H -1.774 3.332 -0.946 0.211
H -1.745 3.080 0.771 0.205
H -0.475 1.595 -1.574 0.232
H 1.438 -2.182 -0.470 0.238
H 2.560 -2.006 -1.694 0.285
H 2.858 -1.602 -0.003 0.256
H -3.048 0.307 0.251 0.222
H -2.840 -1.068 1.454 0.233
H -3.168 -1.412 -0.133 0.230
H -1.875 -1.817 -1.920 0.247
H -0.165 -1.437 -1.749 0.185
H -1.220 -0.110 -2.145 0.214
H 0.971 -0.067 2.613 0.258
H 0.839 -1.668 1.641 0.283
H 2.415 -0.572 2.011 0.243
H -0.641 0.639 1.424 0.225
H -0.689 -1.666 0.250 0.198
H 2.439 1.423 1.428 0.374
H 1.644 2.276 0.185 0.420
```

Summary:
structure (SMILES): C=C[C@@H](C(C)C)[N@+](C)(N)C(C)=O
lowest unoccupied orbital energy: -0.1319 Eh
HOMO level: -13.94 eV
2S+1: 1
frontier orbital gap: 10.36 eV
total charge: +1



Energies, relative to the best one, in hartree: <P> 0.0402; <Q> 0.0000.



<P>
The following is a DFT calculation (ωB97M-V/def2-TZVPD) of 3 unconnected molecules or ions with the total composition C5H11NO2.

```
19
Properties=species:S:1:pos:R:3:nbo_charge:R:1
C -1.652 0.339 -0.917 -0.630
C -0.498 0.837 -0.124 -0.081
C 0.696 0.194 0.042 -0.082
N 1.468 0.972 0.880 -0.498
C 0.790 2.086 1.231 -0.064
C -0.435 2.038 0.622 -0.308
H -1.695 -0.712 -1.141 0.213
H -2.630 0.599 -0.493 0.215
H -1.739 0.905 -1.856 0.213
H 1.173 -0.716 -0.254 0.178
H 2.361 0.687 1.229 0.409
H 1.059 2.861 1.927 0.214
H -1.256 2.709 0.698 0.216
H -1.521 -2.410 1.742 0.466
H -0.110 -2.645 1.348 0.460
O -0.640 -2.032 1.874 -0.924
H 1.861 -1.485 -2.885 0.478
H 1.124 -1.980 -1.585 0.468
O 1.645 -2.247 -2.341 -0.943
```

Summary:
structure (SMILES): Cc1cc[nH]c1.O.O
lowest unoccupied orbital energy: 0.0221 Eh
HOMO level: -8.14 eV
2S+1: 1
frontier orbital gap: 8.74 eV



<Q>
The following is a DFT calculation (ωB97M-V/def2-TZVPD) of C5H11NO2 in the gas phase.

```
19
Properties=species:S:1:pos:R:3:nbo_charge:R:1
C -0.176 -1.526 -0.478 -0.401
C 0.547 -2.892 -0.142 -0.060
O 1.090 -2.685 1.114 -0.727
C 0.865 -0.445 -0.403 -0.223
N 0.211 0.730 -0.913 -0.657
C 0.080 1.938 -0.116 -0.356
C -1.311 2.315 0.183 0.408
O -1.705 3.330 0.767 -0.532
H -1.050 -1.269 0.183 0.210
H -0.567 -1.596 -1.505 0.197
H -0.053 -3.711 -0.260 0.160
H 1.252 -3.093 -0.867 0.145
H 1.376 -3.439 1.554 0.474
H 1.027 -0.272 0.712 0.215
H 1.807 -0.666 -1.012 0.187
H 0.313 0.971 -1.845 0.372
H 0.745 1.956 0.862 0.240
H 0.674 2.861 -0.564 0.230
H -2.105 1.636 -0.186 0.118
```

Summary:
structure (SMILES): O=CCNCCCO
lowest unoccupied orbital energy: 0.0286 Eh
HOMO level: -8.86 eV
2S+1: 1
frontier orbital gap: 9.64 eV



<R>
The following is a DFT calculation (ωB97M-V/def2-TZVPD) of a molecular structure, C5H11NO2.

```
19
Properties=species:S:1:pos:R:3:nbo_charge:R:1
C -1.183 -1.080 1.920 -0.629
C -0.458 -0.206 0.894 -0.240
C -0.643 -0.415 -0.676 -0.043
C 0.629 0.312 -0.856 0.011
C 0.950 0.052 0.506 0.059
H -0.846 -2.140 1.649 0.199
H -2.233 -1.306 1.685 0.242
H -0.981 -0.867 3.094 0.220
H -0.898 0.811 1.101 0.192
H -0.362 -1.532 -0.780 0.186
H -2.096 -0.471 -2.087 0.355
H -2.018 1.034 -1.436 0.365
H 0.485 1.402 -0.827 0.210
H 1.395 -1.068 -2.405 0.412
H 1.688 -0.757 0.932 0.187
H 0.643 1.441 2.219 0.436
N -2.007 0.000 -1.172 -0.828
O 1.657 0.132 -1.766 -0.640
O 1.281 1.302 1.057 -0.690
```

Summary:
lowest unoccupied orbital energy: 0.0020 Eh
HOMO level: -9.51 eV
2S+1: 1
frontier orbital gap: 9.56 eV



<S>
The following is a DFT calculation (ωB97M-V/def2-TZVPD) of C5H11NO2 in the gas phase.

```
19
Properties=species:S:1:pos:R:3:nbo_charge:R:1
C -0.192 1.451 -1.046 -0.035
C 1.089 -1.342 0.284 -0.340
C -0.339 0.364 1.568 -0.529
C -0.658 1.486 0.577 -0.428
C -0.293 -0.776 0.607 0.649
N 1.197 -2.049 -0.975 -0.818
O -0.960 0.634 -1.823 -0.754
O -1.290 -1.197 0.000 -0.627
H -1.287 -0.200 -1.236 0.500
H 0.532 -2.817 -0.997 0.366
H 0.966 -1.435 -1.750 0.368
H -0.318 2.487 -1.376 0.183
H 0.874 1.173 -1.033 0.133
H 1.340 -2.034 1.097 0.227
H 1.834 -0.542 0.303 0.212
H 0.624 0.531 2.053 0.218
H -1.141 0.233 2.293 0.243
H -1.738 1.607 0.500 0.219
H -0.242 2.426 0.955 0.213
```

Summary:
structure (SMILES): NCC(=O)CCCO
lowest unoccupied orbital energy: 0.0232 Eh
HOMO level: -9.41 eV
2S+1: 1
frontier orbital gap: 10.04 eV



Energies, relative to the best one, in hartree: <P> 0.0000; <Q> 0.0599; <R> 0.2277; <S> 0.0214.



<P>
The following is a DFT calculation (ωB97M-V/def2-TZVPD) of 2 unconnected molecules or ions with the total composition C5H11NO2.

```
19
Properties=species:S:1:pos:R:3:nbo_charge:R:1
C 0.992 -0.483 1.174 -0.499
C 0.189 0.799 1.065 -0.445
C 0.470 1.646 -0.138 -0.240
C -0.609 1.942 -0.846 -0.359
C 0.608 -1.425 0.049 0.720
N 1.660 -1.507 -0.920 -0.840
O -0.364 -2.113 -0.265 -0.644
H 2.054 -0.252 1.038 0.216
H 0.815 -1.020 2.135 0.247
H 0.185 1.370 2.046 0.220
H -0.913 0.510 1.048 0.238
H 1.453 2.103 -0.310 0.209
H -0.878 2.326 -1.811 0.209
H -1.630 1.676 -0.422 0.208
H 2.311 -0.774 -1.047 0.384
H 1.376 -2.051 -1.730 0.398
H -1.776 -1.116 -0.554 0.501
H -3.297 -1.021 0.069 0.472
O -2.647 -0.610 -0.582 -0.994
```

Summary:
structure (SMILES): C=CCCC(N)=O.O
lowest unoccupied orbital energy: 0.0311 Eh
HOMO level: -9.62 eV
2S+1: 1
frontier orbital gap: 10.47 eV



<Q>
The following is a DFT calculation (ωB97M-V/def2-TZVPD) of 2 unconnected molecules or ions with the total composition C5H11NO2.

```
19
Properties=species:S:1:pos:R:3:nbo_charge:R:1
C 0.937 0.212 1.029 0.306
C 1.372 0.418 -1.404 -0.415
C -2.617 -0.999 0.606 -0.661
C -1.338 -0.223 0.487 0.320
N -1.212 0.743 -0.429 -0.778
C -0.203 -0.552 1.227 -0.455
O 2.147 -0.235 1.377 -0.669
O 2.521 1.159 -0.910 -0.796
H 2.777 0.338 0.899 0.516
H 3.227 1.146 -1.566 0.469
H 0.860 1.271 0.826 0.197
H -0.150 0.753 -0.857 0.382
H -1.993 0.867 -1.061 0.375
H 1.601 -0.649 -1.497 0.146
H 1.072 0.824 -2.378 0.153
H -0.144 -1.490 1.760 0.228
H -3.458 -0.327 0.797 0.228
H -2.569 -1.722 1.419 0.227
H -2.829 -1.535 -0.325 0.227
```

Summary:
lowest unoccupied orbital energy: 0.0280 Eh
HOMO level: -7.33 eV
2S+1: 1
frontier orbital gap: 8.09 eV



<R>
The following is a DFT calculation (ωB97M-V/def2-TZVPD) of 3 unconnected molecules or ions with the total composition C5H11NO2.

```
19
Properties=species:S:1:pos:R:3:nbo_charge:R:1
C 1.161 -1.030 -0.352 -0.623
C -0.090 -0.254 -0.017 -0.107
C -0.585 0.792 -0.777 -0.071
N -1.664 1.333 -0.104 -0.507
C -1.793 0.736 1.126 -0.081
C -0.762 -0.156 1.232 -0.326
H 1.417 -1.051 -1.401 0.204
H 1.887 -0.490 0.259 0.210
H 1.153 -2.060 0.006 0.219
H -0.367 1.280 -1.713 0.212
H -2.235 2.063 -0.492 0.412
H -2.403 1.113 1.928 0.217
H -0.427 -0.666 2.122 0.235
H 2.031 0.744 2.313 0.457
H 0.718 1.322 2.420 0.472
O 1.434 1.028 2.997 -0.928
H 0.757 -1.114 -3.464 0.463
H -0.106 -2.087 -2.656 0.471
O -0.124 -1.503 -3.428 -0.930
```

Summary:
structure (SMILES): Cc1cc[nH]c1.O.O
lowest unoccupied orbital energy: 0.0256 Eh
HOMO level: -8.42 eV
2S+1: 1
frontier orbital gap: 9.12 eV



<S>
The following is a DFT calculation (ωB97M-V/def2-TZVPD) of C5H11NO2 in the gas phase.

```
19
Properties=species:S:1:pos:R:3:nbo_charge:R:1
C -1.745 -0.199 -1.005 0.389
C -0.697 0.441 0.026 -0.495
C 1.176 0.361 2.371 -0.406
N 1.438 -0.196 1.060 -0.632
C 0.756 0.091 -0.179 0.206
C 1.434 0.201 -1.322 -0.535
O -1.373 -0.251 -2.360 -0.720
O -2.093 -1.511 -0.618 -0.730
H -0.685 -0.939 -2.387 0.478
H -2.936 -1.696 -1.064 0.476
H -2.649 0.418 -0.948 0.138
H 2.420 -0.427 0.924 0.374
H -1.063 0.145 1.014 0.232
H -0.794 1.529 -0.066 0.229
H 0.911 1.422 2.302 0.181
H 0.369 -0.183 2.871 0.188
H 2.072 0.284 2.997 0.211
H 2.497 -0.014 -1.372 0.197
H 0.962 0.525 -2.244 0.219
```

Summary:
structure (SMILES): C=C(CC(O)O)NC
lowest unoccupied orbital energy: 0.0318 Eh
HOMO level: -7.93 eV
2S+1: 1
frontier orbital gap: 8.79 eV



Energies, relative to the best one, in hartree: <P> 0.0154; <Q> 0.0959; <R> 0.0000; <S> 0.0194.